The following is a quantum chemistry calculation of a molecular structure, C20H36BrIrNO6SSi in a non-equilibrium geometry, from the OMol25 dataset.

Output
Charge: +2
Multiplicity: 2
Highest occupied orbital energy (alpha / beta), Ha: -0.5285 / -0.5285
Energy relative to the best compared isomer or geometry (same formula, charge and spin), kcal per mole: 17.49
⟨S²⟩: 0.75

Each line ends with the Löwdin spin population.
Atoms and positions in Å:
Ir  -0.793  -0.059  1.674  0.33
C  3.263  0.563  0.123  0.00
C  2.231  -0.333  0.775  0.00
C  2.371  -1.775  0.325  0.00
C  2.271  -0.216  2.290  0.00
O  0.866  0.191  0.356  0.00
Si  0.250  0.484  -1.163  0.03
S  -1.761  0.525  -0.224  0.55
O  0.367  -0.769  -2.102  0.01
C  0.363  -1.032  -3.560  0.00
C  0.287  -2.538  -3.701  0.00
C  1.654  -0.475  -4.133  0.00
C  -0.851  -0.349  -4.164  0.00
O  0.601  1.875  -1.816  0.01
C  0.557  3.322  -1.569  0.00
C  1.821  3.888  -2.188  0.00
C  -0.691  3.845  -2.257  0.00
C  0.522  3.579  -0.074  0.00
H  4.259  0.201  0.377  0.00
H  3.170  1.592  0.469  0.00
H  3.165  0.548  -0.966  0.00
H  3.326  -2.162  0.679  0.00
H  2.346  -1.849  -0.762  0.00
H  1.571  -2.390  0.730  0.00
H  3.171  -0.692  2.675  0.00
H  1.419  -0.740  2.748  0.00
H  2.262  0.827  2.610  0.00
H  1.140  -3.011  -3.215  0.00
H  0.290  -2.811  -4.756  0.00
H  -0.627  -2.919  -3.245  0.00
H  2.519  -0.963  -3.682  0.00
H  1.722  0.600  -3.957  0.00
H  1.682  -0.651  -5.208  0.00
H  -1.770  -0.723  -3.708  0.00
H  -0.894  -0.551  -5.233  0.00
H  -0.795  0.733  -4.022  0.00
H  1.855  3.664  -3.254  0.00
H  2.705  3.461  -1.714  0.00
H  1.845  4.969  -2.058  0.00
H  -0.646  3.652  -3.328  0.00
H  -0.784  4.919  -2.102  0.00
H  -1.584  3.356  -1.857  0.00
H  1.429  3.213  0.411  0.00
H  -0.339  3.082  0.375  0.00
H  0.441  4.649  0.115  0.00
C  -2.420  3.693  3.456  0.00
C  -2.325  2.628  2.398  0.01
O  -1.368  1.579  2.821  0.01
H  -3.060  4.494  3.084  0.00
H  -1.439  4.112  3.681  0.00
H  -2.864  3.312  4.377  0.00
H  -1.930  3.025  1.471  0.00
H  -3.292  2.164  2.201  0.00
H  -1.625  1.274  3.706  0.00
Br  -1.273  -7.543  1.549  0.00
C  -1.833  -5.986  2.424  0.00
C  -2.680  -6.069  3.534  0.00
N  -3.130  -4.998  4.183  0.00
C  -2.753  -3.798  3.779  0.00
C  -1.885  -3.626  2.696  0.00
C  -1.421  -4.747  2.000  0.00
C  -1.469  -2.311  2.307  0.00
O  -1.884  -1.231  2.894  0.00
O  -0.647  -2.079  1.349  0.02
H  -3.001  -7.035  3.906  0.00
H  -3.149  -2.949  4.322  0.00
H  -0.760  -4.641  1.150  0.00

=====

The following is a quantum chemistry calculation of a molecular structure, C20H36ClF6NiO10S3 in a non-equilibrium geometry, from the OMol25 dataset.

Output
Multiplicity: 4
Highest occupied orbital energy (alpha / beta), Ha: -0.3046 / -0.3025
⟨S²⟩: 3.76

Each line ends with the Löwdin spin population.
Atoms and positions in Å:
Ni  0.108  -0.702  1.201  1.85
C  1.809  -3.496  0.288  0.01
O  2.092  -3.054  -1.063  0.00
O  1.033  -2.500  0.794  0.02
C  1.258  -4.950  0.466  0.00
F  2.171  -5.823  0.093  0.00
F  0.928  -5.295  1.692  0.00
F  0.075  -5.241  -0.102  0.00
C  2.507  -4.058  -1.962  0.00
C  2.665  -3.239  -3.342  0.00
H  1.988  -2.387  -3.390  0.00
H  3.678  -2.838  -3.382  0.00
H  2.410  -3.840  -4.215  0.00
H  1.760  -4.836  -2.119  0.00
H  3.437  -4.583  -1.742  0.00
H  2.857  -3.525  0.589  0.00
C  -3.426  -0.915  1.185  0.06
O  -3.696  0.390  0.675  0.00
O  -2.012  -1.072  1.071  0.71
C  -4.214  -0.989  2.538  0.02
F  -3.974  -2.166  3.058  0.00
F  -3.860  -0.119  3.516  0.00
F  -5.571  -0.930  2.329  0.00
C  -4.934  0.696  -0.054  0.00
C  -4.830  2.143  -0.533  0.00
H  -4.377  2.318  -1.509  0.00
H  -5.832  2.554  -0.655  0.00
H  -4.375  2.769  0.234  0.00
H  -5.756  0.682  0.662  0.00
H  -5.206  0.109  -0.931  0.00
H  -4.005  -1.576  0.541  0.03
Cl  0.166  -0.698  3.783  0.24
C  -2.111  -1.247  -2.772  0.00
C  -2.432  0.146  -3.091  0.00
C  -1.419  1.064  -2.290  0.00
S  0.131  0.112  -2.177  0.00
O  0.371  -0.146  -0.736  0.02
O  1.205  0.673  -2.984  0.00
C  -0.611  -1.480  -2.922  0.00
H  -2.497  -1.996  -3.463  0.00
H  -2.553  -1.428  -1.792  0.00
H  -3.476  0.426  -2.948  0.00
H  -2.240  0.146  -4.164  0.00
H  -1.719  1.214  -1.254  0.00
H  -1.302  2.110  -2.571  0.00
H  -0.158  -2.233  -2.278  0.00
H  -0.433  -1.719  -3.971  0.00
C  -1.558  4.076  3.507  0.00
C  -0.077  3.718  3.815  0.00
C  0.549  3.630  2.428  0.00
S  -0.633  2.748  1.348  0.00
O  -0.330  1.301  1.254  0.01
O  -0.830  3.493  0.148  0.00
C  -1.970  2.956  2.440  0.00
H  -1.652  5.095  3.132  0.00
H  -2.170  4.061  4.409  0.00
H  0.065  2.766  4.326  0.00
H  0.341  4.396  4.559  0.00
H  1.500  3.134  2.231  0.00
H  0.592  4.596  1.924  0.00
H  -2.096  2.010  2.967  0.00
H  -2.901  3.136  1.903  0.00
C  5.464  0.147  -0.622  0.00
C  4.552  1.260  -1.193  0.00
C  3.684  1.975  -0.121  0.00
S  3.548  0.700  1.236  0.00
O  2.116  0.364  1.258  0.02
O  4.300  1.196  2.373  0.00
C  4.680  -0.556  0.476  0.00
H  6.367  0.644  -0.269  0.00
H  5.574  -0.574  -1.432  0.00
H  4.043  0.765  -2.019  0.00
H  5.199  1.920  -1.772  0.00
H  2.650  2.168  -0.409  0.00
H  4.117  2.870  0.325  0.00
H  3.968  -1.357  0.275  0.00
H  5.280  -1.108  1.199  0.00

=====

The following is a quantum chemistry calculation of a molecular structure, C20H36F12KO12PS4 in a non-equilibrium geometry, from the OMol25 dataset.

Output
Charge: -2
Highest occupied orbital energy, Ha: -0.1401
Energy relative to the best compared isomer or geometry (same formula, charge and spin), kcal per mole: 127.25

Each line ends with the Löwdin charge.
Atoms and positions in Å:
K  0.541  -1.402  -5.334  0.93
C  1.330  5.495  4.221  -0.12
C  1.120  4.307  3.295  -0.27
C  0.769  2.989  4.010  -0.20
C  0.361  1.858  2.904  -0.21
P  -0.509  0.343  3.549  1.07
C  0.315  -0.286  4.990  -0.34
C  1.774  -0.198  5.024  -0.26
C  2.446  -0.704  6.330  -0.23
C  2.134  0.233  7.495  -0.11
C  -2.209  0.964  4.013  -0.24
C  -3.241  -0.194  4.328  -0.21
C  -3.915  -0.566  3.016  -0.29
C  -4.887  0.470  2.512  -0.09
C  -0.359  -1.020  2.215  -0.23
C  -0.833  -2.414  2.606  -0.23
C  -0.354  -3.491  1.530  -0.24
C  -0.920  -3.328  0.104  -0.08
H  1.737  6.392  3.755  0.08
H  1.837  5.410  5.183  0.07
H  0.369  5.757  4.664  0.07
H  1.954  4.202  2.601  0.12
H  0.314  4.654  2.648  0.11
H  0.015  3.069  4.794  0.10
H  1.687  2.787  4.561  0.09
H  1.277  1.569  2.388  0.10
H  -0.241  2.315  2.119  0.10
H  -0.105  -1.228  5.342  0.11
H  -0.111  0.353  5.764  0.09
H  2.044  0.783  4.632  0.09
H  2.091  -0.884  4.239  0.12
H  3.489  -0.725  6.016  0.12
H  2.011  -1.625  6.719  0.11
H  1.138  0.145  7.929  0.07
H  2.057  1.205  7.008  0.07
H  3.001  0.078  8.137  0.08
H  -2.502  1.716  3.281  0.09
H  -2.093  1.604  4.888  0.08
H  -3.930  0.152  5.099  0.11
H  -2.626  -0.985  4.757  0.09
H  -4.261  -1.588  3.173  0.11
H  -3.199  -0.799  2.228  0.09
H  -5.377  0.049  1.635  0.09
H  -4.539  1.465  2.232  0.08
H  -5.608  0.644  3.310  0.07
H  0.717  -0.929  2.073  0.10
H  -0.870  -0.672  1.317  0.10
H  -1.920  -2.483  2.577  0.09
H  -0.590  -2.774  3.606  0.10
H  -0.636  -4.454  1.956  0.09
H  0.732  -3.581  1.555  0.10
H  -0.691  -2.286  -0.123  0.06
H  -2.006  -3.419  0.111  0.08
H  -0.483  -4.042  -0.594  0.08
C  -5.783  2.347  -3.164  -0.68
F  -5.771  3.262  -4.173  0.09
F  -6.492  2.719  -2.146  0.15
F  -6.336  1.197  -3.589  0.11
S  -3.963  2.169  -2.736  0.50
O  -3.905  1.770  -1.326  -0.40
O  -3.399  1.175  -3.752  -0.40
O  -3.356  3.480  -2.876  -0.36
C  -4.451  -4.409  -7.933  -0.65
F  -5.090  -5.419  -7.447  0.16
F  -4.877  -4.049  -9.126  0.12
F  -4.632  -3.336  -7.049  0.05
S  -2.534  -4.747  -8.193  0.50
O  -1.953  -4.670  -6.793  -0.43
O  -2.512  -6.093  -8.778  -0.37
O  -2.007  -3.701  -9.037  -0.35
C  6.186  0.196  -10.444  -0.73
F  6.980  -0.168  -11.480  0.08
F  6.997  0.632  -9.500  0.13
F  5.371  1.075  -10.902  0.17
S  5.332  -1.398  -9.906  0.49
O  4.620  -1.137  -8.642  -0.38
O  4.368  -1.665  -11.010  -0.38
O  6.380  -2.408  -9.769  -0.36
C  6.148  1.312  -2.733  -0.65
F  7.019  0.341  -2.455  0.11
F  6.589  2.340  -2.021  0.11
F  5.982  1.566  -4.044  0.13
S  4.451  0.744  -1.967  0.45
O  3.603  1.906  -2.055  -0.36
O  4.032  -0.383  -2.791  -0.37
O  4.760  0.424  -0.554  -0.40

=====

> What is the formula in the first record?

C20H36BrIrNO6SSi

=====

> Number 1 is which compound?

C20H36BrIrNO6SSi